A molecular structure, C30H45ClGdO2P2, computed with the ωB97M-V functional and the def2-TZVPD basis.

max |F| = 3.61 eV Å⁻¹
2S+1 = 8
HOMO (spin up / spin down) = -10.480 / -10.483 eV
DFT total energy = -3228.91417 Eh
total charge = +1
ΔE to the lowest compared entry with this formula, charge and spin = 0.0000 eV

Geometry (Å):
Gd1 -0.666 1.897 0.545
C1 0.439 2.774 2.791
C2 1.308 3.137 1.726
C3 -0.759 4.131 1.337
C4 -0.836 3.376 2.558
C5 0.581 3.962 0.807
C6 0.865 2.137 4.072
H1 1.693 1.429 3.932
H2 0.040 1.593 4.547
H3 1.207 2.909 4.785
C7 -2.021 3.267 3.451
H4 -1.821 2.562 4.267
H5 -2.905 2.899 2.910
H6 -2.290 4.235 3.904
C8 -1.942 4.623 0.587
H7 -2.211 5.670 0.799
H8 -2.837 4.027 0.836
H9 -1.794 4.556 -0.502
C9 1.030 4.311 -0.568
H10 1.355 5.356 -0.688
H11 0.208 4.149 -1.287
H12 1.877 3.669 -0.855
C10 2.758 2.813 1.657
H13 3.394 3.700 1.794
H14 3.039 2.363 0.698
H15 3.046 2.105 2.441
C11 -0.206 -1.829 1.328
C12 0.870 -1.348 1.974
C13 2.259 -1.113 1.467
C14 2.515 -1.108 -0.053
C15 1.778 -0.166 -0.926
C16 0.566 -0.362 -1.507
C17 -0.443 -1.437 -1.279
C18 -0.290 -2.400 -0.044
H16 2.925 -1.886 1.896
H17 2.341 -2.135 -0.430
H18 2.619 -0.161 1.872
H19 0.568 -3.071 -0.225
H20 -1.178 -1.825 1.834
H21 0.732 -1.066 3.025
H22 -1.190 -3.048 -0.066
H23 -1.452 -0.989 -1.210
H24 0.262 0.347 -2.291
H25 -0.499 -2.076 -2.187
H26 3.591 -0.922 -0.210
H27 2.325 0.745 -1.190
P1 2.171 -3.847 -1.648
C19 1.253 -5.327 -1.083
C20 3.857 -4.540 -1.504
P2 2.244 -2.521 -4.368
C21 1.942 -4.103 -3.441
C22 3.897 -3.042 -5.054
C23 1.411 -3.151 -5.906
H28 0.192 -5.238 -1.345
H29 1.361 -5.452 0.002
H30 1.690 -6.187 -1.600
H31 3.826 -5.565 -1.901
H32 4.151 -4.581 -0.448
H33 4.595 -3.953 -2.065
H34 1.845 -4.107 -6.232
H35 1.545 -2.412 -6.707
H36 0.340 -3.297 -5.727
H37 0.914 -4.453 -3.625
H38 2.654 -4.890 -3.755
H39 4.180 -2.328 -5.839
H40 3.840 -4.040 -5.515
H41 4.684 -3.053 -4.292
Cl1 -7.452 2.910 4.251
C24 -6.463 2.299 2.994
C25 -6.517 2.870 1.715
C26 -5.656 2.403 0.717
C27 -4.743 1.382 1.006
C28 -4.739 0.775 2.268
C29 -5.600 1.225 3.267
C30 -3.621 1.099 0.042
O1 -3.703 1.281 -1.169
O2 -2.502 0.735 0.668
H42 -7.204 3.695 1.526
H43 -5.660 2.853 -0.277
H44 -4.016 -0.014 2.470
H45 -5.573 0.769 4.253